{"formula": "C3H5ClIN", "method": "ωB97M-V/def2-TZVPD", "smiles": "[H]/N=C\\Cl.C=CI", "e_above_lowest_ev": 0.000, "e_homo_ev": -9.089, "e_tot_ha": -929.8759, "elements": ["H", "N", "C", "Cl", "H", "C", "C", "I", "H", "H", "H"], "positions_angstrom": [[1.541, -1.807, -0.258], [1.145, -1.039, 0.325], [1.668, -0.386, 1.242], [3.115, -0.770, 2.154], [1.040, 0.270, 1.768], [-1.823, 0.083, -0.424], [-1.362, 1.139, -1.123], [0.205, 1.077, -2.598], [-2.360, 0.221, 0.414], [-1.560, -0.979, -0.581], [-1.610, 2.191, -0.919]], "mulliken_charge": [0.21, -0.29, -0.04, -0.19, 0.33, -0.59, -0.33, 0.00, 0.30, 0.23, 0.37]}